No. 1
A 4-piece molecular cluster, C12H28ClN2O8 overall in a non-equilibrium geometry, computed with ωB97M-V/def2-TZVPD.

Positions of all 51 atoms, in Å:
Cl: 1.142 0.972 0.637
O: 2.513 1.234 0.854
O: 0.620 0.964 1.941
O: 0.523 2.115 -0.039
O: 0.956 -0.327 0.153
O: -2.729 1.893 -2.912
C: -2.024 0.946 -2.694
O: -1.513 0.101 -3.630
C: -0.652 -0.856 -3.159
C: -0.445 -0.620 -1.635
C: -1.421 0.541 -1.354
H: 0.255 -0.765 -3.757
H: -1.163 -1.815 -3.250
H: 0.541 -0.420 -1.215
H: -0.583 -1.565 -1.110
H: -1.096 1.438 -0.826
H: -2.305 0.269 -0.777
C: -2.806 0.906 2.506
C: -1.533 1.633 2.388
C: -1.455 2.695 1.242
O: -2.462 3.656 1.412
C: -3.682 3.476 0.723
N: -1.083 2.281 3.588
H: -2.806 0.280 3.398
H: -2.919 0.142 1.737
H: -3.628 1.615 2.406
H: -0.824 0.844 2.138
H: -1.525 2.275 0.238
H: -0.471 3.157 1.159
H: -4.533 3.652 1.380
H: -3.736 2.427 0.430
H: -3.655 4.143 -0.139
H: -0.573 1.641 4.179
H: -1.942 2.379 4.110
C: 3.926 -3.284 0.878
C: 3.156 -2.054 0.309
C: 2.168 -2.475 -0.803
O: 2.776 -2.944 -2.043
C: 2.009 -2.758 -3.214
N: 2.767 -1.256 1.373
H: 3.174 -3.913 1.354
H: 4.554 -3.178 1.763
H: 4.404 -3.840 0.072
H: 3.948 -1.474 -0.164
H: 1.661 -1.540 -1.041
H: 1.315 -3.060 -0.458
H: 1.083 -3.328 -3.135
H: 2.514 -3.209 -4.069
H: 1.828 -1.706 -3.432
H: 2.179 -0.614 0.860
H: 3.551 -0.672 1.626

Output
**Charge**: -1
**LUMO energy**: 2.92 eV
**HOMO-LUMO gap**: 8.543 eV
**HOMO level**: -5.62 eV


No. 2
A 3-piece molecular cluster, C13H35BN4O3P overall in a non-equilibrium geometry, computed with ωB97M-V/def2-TZVPD.

Positions of all 57 atoms, in Å:
N: 3.186 -0.005 7.568
P: 2.305 -0.970 6.644
O: 2.052 -2.446 7.488
O: 0.771 -0.234 6.393
B: 3.133 -1.243 4.924
N: 4.506 -1.951 5.114
C: 5.385 -1.201 4.512
O: 6.192 -0.255 4.292
H: 2.666 0.857 7.809
H: 2.800 -3.068 7.330
H: 0.745 0.177 5.501
H: 3.388 -0.141 4.508
H: 2.426 -1.806 4.143
C: -0.664 -0.700 0.624
C: -1.050 0.414 1.590
N: 0.048 1.322 1.901
C: -0.228 2.194 3.041
C: -1.366 3.203 2.900
C: 0.694 1.966 0.764
C: -0.180 2.799 -0.174
H: 0.208 -1.253 0.985
H: -1.491 -1.409 0.525
H: -0.444 -0.315 -0.375
H: -1.381 -0.069 2.517
H: -1.920 0.949 1.189
H: 0.687 2.731 3.315
H: -0.446 1.557 3.906
H: -1.090 4.037 2.255
H: -1.601 3.627 3.882
H: -2.282 2.748 2.516
H: 1.184 1.190 0.165
H: 1.522 2.589 1.120
H: -1.109 2.292 -0.443
H: 0.364 2.994 -1.104
H: -0.425 3.771 0.258
C: -1.458 -3.473 -5.693
C: -1.848 -2.360 -4.727
N: -0.752 -1.449 -4.414
C: -1.033 -0.578 -3.274
C: -2.173 0.429 -3.416
C: -0.106 -0.802 -5.550
C: -0.980 0.029 -6.489
H: -0.586 -4.024 -5.331
H: -2.284 -4.183 -5.793
H: -1.238 -3.089 -6.692
H: -2.180 -2.844 -3.801
H: -2.718 -1.827 -5.130
H: -0.119 -0.038 -2.998
H: -1.251 -1.215 -2.409
H: -1.898 1.263 -4.060
H: -2.411 0.851 -2.434
H: -3.087 -0.029 -3.802
H: 0.388 -1.577 -6.148
H: 0.720 -0.178 -5.192
H: -1.907 -0.480 -6.759
H: -0.435 0.226 -7.417
H: -1.228 0.999 -6.057

Output
**Charge**: -1
**LUMO energy**: 2.20 eV
**HOMO-LUMO gap**: 6.333 eV
**HOMO level**: -4.13 eV


No. 3
A 3-piece molecular cluster, C23H51N2O10P2 overall in a non-equilibrium geometry, computed with ωB97M-V/def2-TZVPD.

Positions of all 88 atoms, in Å:
C: 2.762 -1.623 0.644
C: 3.846 -1.614 -0.416
O: 3.408 -2.385 -1.549
P: 4.219 -2.288 -2.928
O: 4.710 -3.621 -3.308
C: 3.168 -1.622 -4.248
C: 1.741 -1.137 -3.884
C: 1.682 -0.050 -2.832
C: 0.275 0.527 -2.578
O: -0.602 0.439 -3.656
P: -2.273 0.554 -3.052
C: -2.463 2.416 -3.471
C: -1.217 3.311 -3.455
C: -0.776 3.735 -2.055
C: -1.771 4.620 -1.352
O: -2.468 5.489 -1.895
O: -1.843 4.436 0.004
O: -1.698 0.914 -1.437
C: -0.413 0.329 -1.221
C: -0.669 -1.097 -0.640
C: -0.156 -2.295 -1.406
C: -0.397 -3.626 -0.661
C: -1.824 -3.827 -0.241
O: -2.659 -3.881 -1.394
O: 5.490 -1.330 -2.645
C: 5.382 0.067 -2.988
C: 6.547 0.790 -2.349
H: 3.201 -1.314 1.587
H: 2.024 -0.869 0.395
H: 2.286 -2.592 0.721
H: 4.765 -2.031 -0.019
H: 3.989 -0.581 -0.716
H: 3.652 -0.823 -4.802
H: 3.070 -2.461 -4.925
H: 1.327 -0.713 -4.792
H: 1.129 -2.000 -3.657
H: 2.108 -0.343 -1.875
H: 2.293 0.773 -3.203
H: 0.491 1.607 -2.534
H: -3.643 0.585 -2.565
H: -2.693 0.223 -4.419
H: -2.216 -0.874 -2.828
H: -3.145 2.830 -2.727
H: -2.956 2.544 -4.429
H: -1.465 4.246 -3.962
H: -0.376 2.892 -3.998
H: -0.465 2.891 -1.451
H: 0.112 4.362 -2.187
H: -1.123 3.862 0.279
H: 0.136 0.882 -0.461
H: -0.240 -1.150 0.365
H: -1.741 -1.191 -0.531
H: -0.600 -2.390 -2.392
H: 0.919 -2.237 -1.540
H: 0.245 -3.628 0.218
H: -0.085 -4.418 -1.335
H: -1.900 -4.798 0.262
H: -2.161 -3.087 0.480
H: -3.500 -3.495 -1.159
H: 5.485 0.139 -4.067
H: 4.433 0.491 -2.680
H: 6.447 0.720 -1.271
H: 6.540 1.824 -2.669
H: 7.461 0.282 -2.633
C: -1.196 1.540 2.950
O: -0.273 1.508 2.150
N: -2.494 1.459 2.647
C: -3.516 1.521 3.675
C: -2.890 1.307 1.247
H: -1.019 1.653 4.037
H: -4.107 0.607 3.668
H: -4.174 2.374 3.486
H: -3.061 1.631 4.650
H: -2.466 0.399 0.835
H: -2.522 2.143 0.661
H: -3.974 1.266 1.181
C: -3.324 -0.543 7.242
O: -3.518 -0.170 6.102
N: -2.151 -0.422 7.889
C: -1.966 -0.886 9.248
C: -1.035 0.196 7.189
H: -4.109 -1.025 7.849
H: -1.681 -0.054 9.896
H: -1.181 -1.644 9.285
H: -2.891 -1.320 9.622
H: -1.296 1.213 6.895
H: -0.800 -0.368 6.286
H: -0.165 0.220 7.840

Output
**Charge**: -1
**LUMO energy**: 1.77 eV
**HOMO-LUMO gap**: 5.872 eV
**HOMO level**: -4.10 eV